[1]
An isolated molecule of C5H8O2. Source: the OMol25 dataset; level of theory: the ωB97M-V functional and the def2-TZVPD basis.

Cartesian coordinates (Å):
C (-0.0995, -0.0892, -1.5814)
C (0.1721, -1.2485, -0.6282)
O (1.2519, -0.9283, 0.2127)
C (0.8069, 0.1051, 1.0362)
C (-0.7157, 0.3760, 1.3238)
C (0.1115, 1.2602, 0.4265)
O (-0.1476, 1.1935, -0.9478)
H (0.6786, -0.0500, -2.3533)
H (-1.0659, -0.2543, -2.0751)
H (-0.6774, -1.3847, 0.0433)
H (0.3815, -2.1840, -1.1478)
H (1.5581, 0.2863, 1.8065)
H (-1.6028, 0.0003, 0.8011)
H (-0.9694, 0.6431, 2.3405)
H (0.3176, 2.2745, 0.7431)

- E_LUMO: 1.05 eV
- Net charge: 0
- HOMO-LUMO gap: 10.005 eV
- SMILES string: C1CO[C@@H]2C[C@@H]2O1
- Largest force on an atom: 0.84 eV/Å
- Energy: -9407.053 eV
- Highest occupied orbital energy: -8.952 eV

=====

[2]
An isolated molecule of C5H8O2. Source: the OMol25 dataset; level of theory: the ωB97M-V functional and the def2-TZVPD basis.

Cartesian coordinates (Å):
C (-0.7964, 1.7117, -0.7888)
C (-1.1881, 0.5653, -0.2228)
O (-1.8657, 0.5800, 0.9661)
C (-0.6834, -0.7844, -0.6429)
C (0.5895, -1.0755, 0.1244)
C (1.3143, -0.1511, 0.7580)
O (2.6225, -0.3218, 1.0995)
H (-0.9207, 2.6560, -0.2675)
H (-0.1821, 1.7397, -1.6892)
H (-1.9283, -0.3203, 1.3195)
H (-1.4398, -1.5734, -0.5076)
H (-0.4587, -0.7787, -1.7158)
H (1.0392, -2.0598, 0.0190)
H (0.9206, 0.8272, 1.0277)
H (2.9772, -1.0149, 0.5204)

- E_LUMO: 0.78 eV
- Net charge: 0
- HOMO-LUMO gap: 9.379 eV
- SMILES string: C=C(O)C/C=C/O
- Largest force on an atom: 0.54 eV/Å
- Energy: -9408.024 eV
- Highest occupied orbital energy: -8.603 eV